# 1
A molecular structure, C30H49BN6PS5V at a distorted geometry. Source: the OMol25 dataset; level of theory: wB97M-V/def2-TZVPD.

Calculated values
- highest occupied orbital energy (alpha / beta) (hartree) = -0.12599 / -0.13773
- relative energy (zero: lowest compared OMol25 entry of this formula, charge and spin) (kJ/mol) = 10.84
- HOMO-LUMO gap (alpha / beta) (eV) = 5.89 / 6.20

```
! wB97M-V def2-TZVPD RIJCOSX def2/J DEFGRID3
* xyz -1 4
V -0.82 -0.45 0.65
C 3.40 -1.68 2.16
C 3.30 -0.15 2.06
C 4.62 0.49 2.51
C 2.13 0.33 2.87
C 2.18 0.90 4.15
C 0.86 1.14 4.47
N 0.10 0.75 3.44
N 0.87 0.26 2.46
B -1.42 0.76 3.42
N -1.95 -0.66 3.21
C -2.61 -1.37 4.14
C -2.94 -2.58 3.59
C -2.42 -2.55 2.29
N -1.82 -1.37 2.09
C -2.51 -3.65 1.27
C -3.76 -3.47 0.40
C -2.52 -5.03 1.94
N -1.97 1.64 2.29
C -2.63 2.79 2.49
C -3.20 3.17 1.29
C -2.82 2.16 0.38
N -2.07 1.26 1.01
C -3.26 2.08 -1.05
C -4.50 2.94 -1.32
C -2.11 2.50 -1.97
H 4.27 -2.03 1.61
H 2.51 -2.13 1.73
H 3.48 -1.99 3.20
H 3.13 0.11 1.02
H 4.84 0.23 3.55
H 4.58 1.58 2.44
H 5.43 0.13 1.89
H 3.03 1.09 4.76
H 0.42 1.56 5.36
H -1.82 1.19 4.46
H -2.80 -0.96 5.11
H -3.48 -3.38 4.06
H -1.63 -3.59 0.62
H -4.66 -3.43 1.01
H -3.85 -4.31 -0.30
H -3.69 -2.55 -0.17
H -3.44 -5.18 2.51
H -1.67 -5.14 2.61
H -2.46 -5.81 1.19
H -2.67 3.26 3.45
H -3.79 4.04 1.09
H -3.50 1.03 -1.28
H -4.25 3.99 -1.26
H -5.28 2.72 -0.59
H -4.88 2.74 -2.32
H -1.82 3.53 -1.76
H -2.41 2.42 -3.01
H -1.27 1.84 -1.78
S -1.02 -5.93 -4.11
C -0.91 -4.64 -3.10
S 0.37 -4.46 -1.92
C -0.19 -2.93 -1.24
C -1.31 -2.41 -1.80
S -2.04 -0.95 -1.28
S -2.05 -3.33 -3.10
S 0.63 -2.22 0.09
C 2.12 1.62 -4.41
C 0.95 1.33 -3.47
C 0.00 0.33 -4.12
P 1.27 0.76 -1.69
C 2.82 -0.34 -1.78
C 2.60 -1.49 -2.77
C 4.19 0.29 -2.01
C 1.92 2.30 -0.78
C 2.41 3.48 -1.61
C 0.82 2.77 0.17
H 1.75 2.14 -5.29
H 2.59 0.70 -4.74
H 2.87 2.25 -3.94
H 0.39 2.27 -3.33
H 0.54 -0.55 -4.46
H -0.49 0.78 -4.99
H -0.78 0.01 -3.43
H 2.80 -0.79 -0.78
H 2.78 -1.18 -3.79
H 1.58 -1.86 -2.69
H 3.28 -2.31 -2.53
H 4.31 0.63 -3.03
H 4.95 -0.47 -1.81
H 4.38 1.12 -1.33
H 2.75 1.93 -0.16
H 1.64 3.81 -2.30
H 3.31 3.23 -2.17
H 2.65 4.32 -0.96
H 0.03 3.29 -0.37
H 1.22 3.44 0.93
H 0.39 1.89 0.67
*
```

Results of the Mulliken charge analysis, in e, for atoms 1 through 5: number 1, V, carries 1.729; number 2, C, carries -1.406; number 3, C, carries 3.300; number 4, C, carries -2.054; number 5, C, carries -0.301

# 2
C17H19BCl3NO in the gas phase at a distorted geometry. Source: the OMol25 dataset; level of theory: wB97M-V/def2-TZVPD.

Calculated values
- highest occupied orbital energy (hartree) = -0.33972
- relative energy (zero: lowest compared OMol25 entry of this formula, charge and spin) (kJ/mol) = 34.46
- HOMO-LUMO gap (eV) = 9.45

```
! wB97M-V def2-TZVPD RIJCOSX def2/J DEFGRID3
* xyz 0 1
Cl 1.85 -2.86 2.92
B 1.54 -1.63 1.59
Cl 1.73 0.12 2.33
Cl 2.80 -1.76 0.16
O 0.23 -1.81 1.03
C -0.57 -0.67 0.69
C -2.00 -1.15 1.24
C -2.87 -0.12 1.58
C -4.04 -0.35 2.28
C -4.38 -1.66 2.65
C -3.49 -2.71 2.38
C -2.28 -2.46 1.71
H -0.32 0.22 1.30
H -2.51 0.90 1.42
H -4.65 0.49 2.61
H -5.33 -1.85 3.17
H -3.71 -3.71 2.79
H -1.53 -3.24 1.72
C 3.83 2.94 0.03
C 2.56 3.37 0.44
C 1.42 2.72 -0.05
C 1.51 1.67 -0.96
C 0.21 1.02 -1.40
C 0.08 0.80 -2.91
C -0.42 -0.63 -3.12
C -0.32 -1.37 -1.79
N -0.12 -0.36 -0.69
C 2.78 1.32 -1.46
C 3.94 1.97 -0.99
H 4.73 3.36 0.50
H 2.45 4.22 1.13
H 0.43 3.03 0.28
H -0.59 1.69 -1.10
H -0.69 1.51 -3.27
H 1.01 0.99 -3.45
H -1.48 -0.57 -3.44
H 0.15 -1.16 -3.90
H -1.18 -1.99 -1.61
H 0.55 -2.01 -1.74
H 0.86 -0.57 -0.45
H 2.88 0.55 -2.22
H 4.93 1.73 -1.40
*
```

Results of the Mulliken charge analysis, in e, for atoms 1 through 5: number 1, Cl, carries -0.340; number 2, B, carries 0.770; number 3, Cl, carries -0.295; number 4, Cl, carries -0.288; number 5, O, carries -0.650

# 3
A molecular structure, C15H17BrN5O6S2SeTl at a distorted geometry. Source: the OMol25 dataset; level of theory: wB97M-V/def2-TZVPD.

Calculated values
- highest occupied orbital energy (hartree) = -0.09903
- relative energy (zero: lowest compared OMol25 entry of this formula, charge and spin) (kJ/mol) = 143.35
- HOMO-LUMO gap (eV) = 6.88

```
! wB97M-V def2-TZVPD RIJCOSX def2/J DEFGRID3
* xyz -2 1
Tl 0.85 -0.36 0.20
Br -1.90 3.88 -2.76
C -0.08 3.31 -2.93
C 0.91 4.26 -2.98
C 2.21 3.79 -3.18
C 2.42 2.44 -3.34
C 1.34 1.57 -3.21
N 0.10 2.01 -3.03
C 1.49 0.06 -3.36
O 1.97 -0.33 -4.43
O 1.02 -0.66 -2.42
H 0.69 5.31 -2.85
H 3.03 4.49 -3.22
H 3.41 2.04 -3.52
N -1.39 0.06 -0.97
C -2.33 -1.02 -1.25
C -1.66 -2.17 -2.01
C -0.92 -3.16 -1.11
N 0.40 -2.66 -0.74
H -1.82 0.77 -0.39
H -1.02 0.49 -1.81
H -3.19 -0.66 -1.83
H -2.72 -1.38 -0.29
H -0.94 -1.75 -2.71
H -2.42 -2.72 -2.57
H -0.84 -4.12 -1.65
H -1.48 -3.34 -0.19
H 0.97 -2.39 -1.54
H 0.92 -3.30 -0.15
O 4.84 0.09 0.48
S 3.41 -0.09 0.37
O 2.71 -0.08 1.70
O 2.75 0.99 -0.44
O 3.01 -1.39 -0.27
Se -0.81 -1.71 2.00
C -0.98 -1.10 3.79
C -2.25 -0.91 4.34
C -2.37 -0.67 5.69
N -1.33 -0.58 6.53
C -0.12 -0.70 5.99
C 0.11 -0.94 4.64
H -3.12 -0.95 3.69
H -3.35 -0.53 6.15
H 0.71 -0.60 6.68
H 1.12 -1.02 4.25
S 0.23 2.17 0.97
C -1.26 1.87 1.63
N -2.33 1.68 2.04
*
```

Results of the Mulliken charge analysis, in e, for atoms 1 through 5: number 1, Tl, carries 1.094; number 2, Br, carries -0.214; number 3, C, carries 0.010; number 4, C, carries -0.370; number 5, C, carries -0.323

# 4
5 unconnected molecules or ions with the total composition C8H24ClO4S at a distorted geometry. Source: the OMol25 dataset; level of theory: wB97M-V/def2-TZVPD.

Calculated values
- highest occupied orbital energy (hartree) = -0.21048
- relative energy (zero: lowest compared OMol25 entry of this formula, charge and spin) (kJ/mol) = 90.35
- HOMO-LUMO gap (eV) = 8.94

```
! wB97M-V def2-TZVPD RIJCOSX def2/J DEFGRID3
* xyz -1 1
Cl 11.27 12.83 46.43
C 7.29 16.00 45.56
C 8.33 14.83 45.54
O 9.45 15.25 46.25
H 7.76 16.80 45.08
H 7.07 16.30 46.52
H 6.28 15.62 45.01
H 8.75 14.56 44.64
H 7.95 14.11 46.00
H 9.94 14.58 45.92
C 11.30 12.36 40.88
C 11.43 12.80 42.24
O 10.54 12.17 43.20
H 11.66 11.37 40.78
H 12.08 12.81 40.18
H 10.42 12.65 40.54
H 11.55 13.87 42.32
H 12.47 12.50 42.55
H 10.81 12.50 44.14
C 12.80 9.83 50.26
C 12.22 10.43 49.03
O 13.17 11.22 48.43
H 13.87 9.43 49.88
H 12.12 9.17 50.83
H 12.94 10.70 50.90
H 11.24 11.02 49.23
H 11.98 9.60 48.28
H 12.66 11.76 47.80
C 9.75 9.41 46.07
S 8.32 10.22 45.29
O 7.16 9.24 45.13
C 7.63 11.28 46.58
H 9.48 8.83 47.01
H 10.50 10.05 46.03
H 10.17 8.77 45.25
H 6.78 11.49 46.37
H 8.32 11.95 47.00
H 7.46 10.68 47.39
*
```

Results of the Mulliken charge analysis, in e, for atoms 1 through 5: number 1, Cl, carries -0.848; number 2, C, carries -1.267; number 3, C, carries 0.154; number 4, O, carries -0.465; number 5, H, carries 0.334

Looking at DFT total energy for the records above, in order, we have -130682.651 -59721.430 -197322.339 -40230.063 eV.